The following is a DFT calculation (ωB97M-V/def2-TZVPD) of a molecular structure, C34H32BNO4 at a distorted geometry.

Geometry (Å):
C: -4.818 -2.387 2.950
C: -3.446 -1.897 3.019
C: -2.552 -1.866 4.061
C: -1.321 -1.376 3.563
C: -1.522 -1.074 2.225
B: -0.768 -0.113 1.149
C: -0.005 0.752 2.155
C: -0.159 2.048 2.548
C: 0.889 2.352 3.486
C: 1.605 1.185 3.649
C: 2.785 0.798 4.395
O: 1.033 0.197 2.888
C: -0.218 -1.571 0.867
C: -0.677 -2.723 0.244
C: 0.415 -3.618 0.115
C: 1.517 -2.973 0.642
C: 2.918 -3.324 0.711
O: 1.139 -1.751 1.123
C: -1.933 0.479 0.324
C: -2.286 0.413 -1.002
C: -3.598 0.996 -1.139
C: -3.996 1.339 0.136
C: -5.207 1.898 0.702
O: -2.975 1.072 1.011
O: -2.831 -1.444 1.900
H: -5.201 -2.548 3.966
H: -5.497 -1.684 2.450
H: -4.883 -3.355 2.431
H: -2.749 -2.195 5.072
H: -0.417 -1.240 4.144
H: -0.937 2.731 2.218
H: 1.088 3.313 3.958
H: 3.371 1.694 4.644
H: 2.500 0.310 5.341
H: 3.418 0.103 3.823
H: -1.711 -2.913 -0.039
H: 0.374 -4.609 -0.317
H: 3.118 -4.010 1.554
H: 3.218 -3.852 -0.206
H: 3.563 -2.442 0.828
H: -1.664 0.002 -1.796
H: -4.149 1.145 -2.059
H: -5.898 2.128 -0.111
H: -5.705 1.192 1.379
H: -5.003 2.817 1.261
C: 2.032 1.268 0.154
C: 0.840 0.943 -0.677
N: 1.163 0.786 -2.013
C: 0.580 1.456 -3.130
C: -0.421 2.410 -3.184
C: -0.756 2.942 -4.445
C: -0.106 2.525 -5.624
C: 0.958 1.633 -5.547
C: 1.323 1.148 -4.295
C: 2.432 0.333 -3.890
C: 2.350 0.153 -2.490
C: 3.353 -0.514 -1.803
C: 4.447 -1.005 -2.543
C: 4.505 -0.871 -3.937
C: 3.489 -0.195 -4.627
H: 1.773 2.182 0.718
H: 2.358 0.483 0.861
H: 2.873 1.557 -0.504
H: -0.026 1.603 -0.535
H: -0.909 2.728 -2.268
H: -1.539 3.698 -4.519
H: -0.419 2.924 -6.595
H: 1.499 1.305 -6.436
H: 3.295 -0.630 -0.724
H: 5.266 -1.496 -2.006
H: 5.329 -1.295 -4.499
H: 3.483 -0.076 -5.702

For the largest force on an atom, the calculation gives 3.6 eV/Å. The value obtained for the relative energy (zero: lowest compared OMol25 entry of this formula, charge and spin) is 6.269 eV. For the HOMO energy, the calculation gives -5.598 eV. Its molar mass is 529.445 g mol⁻¹. As for the total energy: -46128.194 eV.

Here are the Mulliken charges for atoms 1 to 6, given in e: C -1.35; C 0.47; C -1.04; C -1.33; C 1.42; B 0.62

***

The following is a DFT calculation (ωB97M-V/def2-TZVPD) of 2 unconnected molecules or ions with the total composition C6H10O.

Geometry (Å):
C: -2.016 0.127 1.275
C: -1.859 1.216 0.500
C: -0.782 -1.207 -0.268
C: 0.717 -1.134 0.061
C: 1.671 -0.689 -1.078
C: 1.597 0.669 -0.374
O: 1.016 0.076 0.799
H: -1.305 -0.095 2.065
H: -2.937 -0.447 1.256
H: -2.629 1.525 -0.206
H: -0.988 1.859 0.595
H: -0.941 -0.538 -1.139
H: 1.048 -2.020 0.621
H: 2.664 -1.146 -1.007
H: 1.312 -0.753 -2.110
H: 2.533 1.185 -0.139
H: 0.900 1.372 -0.850

For the largest force on an atom, the calculation gives 0.4 eV/Å. The value obtained for the relative energy (zero: lowest compared OMol25 entry of this formula, charge and spin) is 5.936 eV. For the HOMO energy, the calculation gives -8.233 eV. Its molar mass is 98.145 g mol⁻¹. As for the total energy: -8425.304 eV.

Here are the Mulliken charges for atoms 1 to 6, given in e: C -0.45; C -0.51; C -0.73; C 0.36; C -0.70; C -0.29

***

The following is a DFT calculation (ωB97M-V/def2-TZVPD) of a single C3H2O3 molecule at a distorted geometry.

Geometry (Å):
O: -1.295 -0.739 0.413
C: -0.823 0.366 0.625
C: 0.062 0.668 -0.592
O: 0.161 1.569 -1.376
C: 0.787 -0.662 -0.367
O: 1.202 -0.605 0.778
H: -1.008 0.937 1.541
H: 0.914 -1.533 -1.021

For the largest force on an atom, the calculation gives 1.5 eV/Å. The value obtained for the relative energy (zero: lowest compared OMol25 entry of this formula, charge and spin) is 2.751 eV. For the HOMO energy, the calculation gives -10.170 eV. Its molar mass is 86.046 g mol⁻¹. The structure (SMILES) is O=CC(=O)C=O. As for the total energy: -9282.775 eV.

Here are the Mulliken charges for atoms 1 to 6, given in e: O -0.41; C 0.12; C 0.41; O -0.50; C 0.13; O -0.42